# 1
Molecular formula: C3H6N2O
Method: DFT, the ωB97M-V functional and the def2-TZVPD basis

Charge: 0
E_LUMO (spin up / spin down) in eV: -0.51 / -0.52
Frontier orbital gap (spin up / spin down) in eV: 8.5 / 8.5
Max |F| in eV/Å: 4.140
SMILES: C/N=C(\C)N=O
Highest occupied orbital energy (spin up / spin down) in eV: -9.05 / -9.05
Energy above the lowest of the compared OMol25 structures with the same formula, charge and spin in eV: 4.8879

Cartesian coordinates (Å):
C1 -1.02560 1.23781 0.04776
N1 0.44757 1.11362 -0.06714
C2 0.76065 -0.14132 -0.07933
C3 -0.12110 -1.37885 0.00298
N2 2.08934 -0.33769 0.30596
O1 3.08046 0.16681 -0.18225
H1 -1.51890 0.66675 0.93832
H2 -1.10435 2.36198 0.24748
H3 -1.57634 1.15078 -0.93185
H4 -0.54152 -1.50089 0.96666
H5 -0.93381 -1.09439 -0.71163
H6 0.44362 -2.24460 -0.53696



# 2
Molecular formula: C3H4O3Pd
Method: DFT, the ωB97M-V functional and the def2-TZVPD basis

Charge: 0
Spin multiplicity: 3
E_LUMO (spin up / spin down) in eV: -0.43 / -4.45
Frontier orbital gap (spin up / spin down) in eV: 9.4 / 5.3
Max |F| in eV/Å: 4.789
⟨S²⟩: 2.01
Highest occupied orbital energy (spin up / spin down) in eV: -9.82 / -9.73
Energy above the lowest of the compared OMol25 structures with the same formula, charge and spin in eV: 1.6570

Cartesian coordinates (Å):
C1 0.82906 -1.31883 0.02046
O1 -1.37172 -0.19979 -0.27344
C2 -1.66760 1.28372 -0.21527
C3 -0.37797 -0.75846 0.36361
O2 -0.69173 1.97869 0.03938
O3 -2.86647 1.46893 -0.31756
H1 1.41800 -1.75868 0.83176
H2 0.74988 -1.72480 -1.02169
H3 -0.54506 -0.68249 1.44627
H4 2.74768 1.38460 -0.55710
Pd1 1.77591 0.32712 -0.31642